Entry 1:
{"formula": "C4H25O11", "method": "the ωB97M-V functional and the def2-TZVPD basis", "elements": ["O", "O", "O", "O", "O", "O", "O", "O", "O", "O", "O", "C", "C", "C", "C", "H", "H", "H", "H", "H", "H", "H", "H", "H", "H", "H", "H", "H", "H", "H", "H", "H", "H", "H", "H", "H", "H", "H", "H", "H"], "xyz": [[-1.88969, 2.04179, 0.26881], [-2.53735, -0.00812, 2.63501], [2.81685, 0.79195, -0.02648], [0.45252, 0.87103, 1.12444], [1.54112, 3.44006, 0.81953], [-0.09375, 3.74938, -1.18284], [-2.23780, -2.80841, -0.33832], [0.72323, -3.53215, 0.74716], [-0.30851, -1.42761, 2.15117], [0.60611, 0.71126, -2.80564], [2.36344, -0.28391, 2.32216], [-1.35411, -1.94497, -0.29058], [-0.22984, -2.10729, -1.28975], [-0.63134, -1.39119, -2.58838], [-0.75371, 0.16585, -2.56223], [-0.06254, -3.14323, -1.46871], [0.00721, -0.47012, 1.82111], [0.32641, -2.86303, 1.14180], [-1.83462, -0.68549, 2.57652], [-2.51696, 1.30038, 0.28155], [-1.34967, 0.59311, -3.36289], [0.02366, 3.59138, -0.27696], [1.20494, 2.49006, 1.08613], [1.41038, -0.02705, 2.18870], [-3.02605, -0.51855, 1.98286], [1.00212, 0.70921, -1.91017], [-1.22473, 0.79528, -1.92929], [0.26899, -1.83827, 2.75286], [-0.90005, 3.24585, -1.34940], [-1.06673, 1.52327, 0.40121], [0.05919, -1.48986, -3.49954], [2.48980, 1.39145, -0.69539], [2.87212, -0.25678, 1.48475], [-1.34138, -0.99192, 0.10363], [-1.54866, -2.01498, -2.89315], [2.12470, 3.28470, 0.09066], [0.73665, -1.89160, -0.64374], [1.58372, -3.39945, 0.85961], [0.30536, 1.63973, 1.66492], [1.98895, 0.75825, 0.60886]], "relative_energy_kcal_mol": 113.65, "e_lumo_ev": 3.03, "energy_ev": -27074.864, "gap_ev": 10.0, "spin_multiplicity": 1, "e_homo_ev": -6.94, "total_charge": -1}

***

Entry 2:
{"formula": "C56H42F6HfN5O6Sb", "method": "the ωB97M-V functional and the def2-TZVPD basis", "elements": ["Hf", "Sb", "F", "F", "F", "F", "F", "F", "O", "O", "O", "O", "O", "O", "N", "N", "N", "N", "N", "C", "C", "C", "C", "C", "C", "C", "C", "C", "C", "C", "C", "C", "C", "C", "C", "C", "C", "C", "C", "C", "C", "C", "C", "C", "C", "C", "C", "C", "C", "C", "C", "C", "C", "C", "C", "C", "C", "C", "C", "C", "C", "C", "C", "C", "C", "C", "C", "C", "C", "C", "C", "C", "C", "C", "C", "H", "H", "H", "H", "H", "H", "H", "H", "H", "H", "H", "H", "H", "H", "H", "H", "H", "H", "H", "H", "H", "H", "H", "H", "H", "H", "H", "H", "H", "H", "H", "H", "H", "H", "H", "H", "H", "H", "H", "H", "H", "H"], "xyz": [[0.31394, -0.22327, 0.12495], [2.92732, -1.16634, 2.38796], [2.72067, -0.22462, 0.67160], [4.75027, -1.24864, 2.74734], [2.27702, -1.96097, 3.90380], [0.91962, -1.21278, 1.84544], [3.22018, -2.78145, 1.47537], [2.96228, 0.44143, 3.24199], [0.55302, 7.46634, -4.64436], [-0.77007, -8.61514, 3.46899], [0.94555, 1.62535, 0.61184], [-8.09719, 2.45321, 2.37786], [-0.13790, 1.25213, 1.57957], [8.02634, -3.57451, -3.56549], [1.39584, 0.35520, -1.76758], [-1.15654, 7.76470, 5.58578], [-1.31129, 0.81774, -1.04466], [-1.41853, -1.38717, 0.79365], [0.91520, -2.25403, -0.77030], [-5.72046, 0.36266, 0.46784], [0.74562, 4.77038, -2.41907], [6.71689, -1.73497, -2.61062], [5.70779, -3.55419, -3.87104], [4.28952, -1.96153, -2.55063], [-6.97821, 1.86247, 1.94063], [-0.99017, 1.96888, -1.77154], [-1.08931, -7.33370, 1.45456], [2.42239, 1.72900, -3.19891], [0.91407, 6.00850, -2.95841], [-0.69828, -7.46415, 2.74670], [9.25380, -2.95592, -3.12630], [2.97576, -1.54263, -1.97882], [1.26956, 1.50037, -2.40335], [0.15775, 1.64260, 2.94182], [2.18206, -2.47616, -1.44628], [0.10852, 2.35691, -2.39409], [-1.37994, -2.72900, 1.12763], [2.51518, -3.85622, -1.11620], [4.49092, -3.07497, -3.45607], [-3.06127, 2.31447, -0.81635], [0.82014, 3.68457, 4.32377], [-0.39659, 5.23676, -4.87614], [-3.13564, 0.31423, 0.54453], [-0.46144, 3.96394, -4.33905], [-9.21975, 2.29592, 1.48827], [-1.27311, 5.18095, 3.34124], [3.31036, 0.70011, -3.11620], [1.55922, -4.43803, -0.34555], [-0.34021, -6.32738, 3.49305], [-0.86208, 6.81001, 5.07439], [-2.49530, 1.01861, -0.38950], [0.31527, 6.25774, -4.15991], [-0.43700, -3.64505, 0.81955], [-1.02593, -6.06080, 0.82729], [0.63013, 4.91223, 4.83916], [6.86838, -2.89772, -3.41701], [-4.50903, 0.67163, 1.07089], [-2.18126, 2.88036, -1.70360], [-0.41102, 7.97695, -5.57517], [-0.49778, 5.59706, 4.42553], [-0.05382, -5.15975, 2.83885], [-1.04581, -9.77263, 2.77443], [0.11503, 3.72335, -3.09369], [0.00780, 3.15221, 3.30088], [-3.38533, -1.87691, 1.91907], [-0.52974, -4.99359, 1.52859], [2.58921, -0.20584, -2.19085], [-2.59786, -2.96461, 1.98077], [5.49200, -1.28328, -2.21512], [-5.76754, 2.13049, 2.60419], [-4.51403, 1.56457, 2.16100], [-6.93263, 0.94020, 0.84914], [0.66437, -3.36856, -0.10098], [-0.98521, 3.93865, 2.71133], [-2.66344, -0.92913, 1.07465], [1.20154, 5.25988, 5.68764], [9.95541, -3.76661, -2.92214], [0.43000, -4.37136, 3.39752], [-2.16843, 3.85096, -2.11380], [-0.09019, -6.38947, 4.53479], [-1.47461, -5.96674, -0.18149], [1.30841, 4.54668, -1.53168], [1.15742, 1.31438, 3.10713], [-1.42820, -8.23506, 0.93960], [2.50384, 2.45017, -3.91205], [3.65513, -3.61515, -3.86511], [-0.46157, 0.96064, 3.56093], [3.36892, -4.30033, -1.59053], [-1.59201, 3.52718, 1.96580], [1.58448, 3.07541, 4.69373], [-3.61817, 1.88483, 2.57324], [4.18528, 0.48815, -3.78063], [-8.90152, 2.58094, 0.43584], [-9.72423, 1.32283, 1.55276], [-5.73105, 2.94174, 3.32920], [-0.45238, -10.02673, 1.86907], [1.58165, -5.38429, 0.23104], [-2.84271, -3.89583, 2.45361], [-0.84245, 5.55462, -5.81617], [-9.90786, 3.10298, 1.87262], [-1.02914, -10.52426, 3.52910], [-5.77972, -0.39406, -0.33940], [8.98307, -2.45858, -2.19042], [-7.80843, 0.64471, 0.33705], [-0.19884, 9.00423, -5.81362], [-4.34732, -1.69275, 2.34723], [-1.01679, 3.20403, -4.86799], [-0.37813, 7.44357, -6.53076], [-2.02681, 5.82117, 2.98650], [7.55039, -1.12933, -2.31313], [5.49443, -0.47774, -1.53680], [-3.93372, 2.81874, -0.37110], [-2.08445, -9.70039, 2.43971], [9.60295, -2.22459, -3.86629], [5.62290, -4.34620, -4.62269], [1.55557, 6.76700, -2.54639], [-1.42094, 7.94741, -5.18500]], "relative_energy_kcal_mol": 0.00, "e_lumo_ev": [-4.20, -5.77], "energy_ev": -102633.494, "gap_ev": [5.9, 4.6], "spin_multiplicity": 2, "e_homo_ev": [-10.13, -10.32], "total_charge": 1}

***

Entry 3:
{"formula": "C7H16N4P", "method": "the ωB97M-V functional and the def2-TZVPD basis", "elements": ["P", "N", "N", "N", "N", "C", "C", "C", "C", "C", "C", "C", "H", "H", "H", "H", "H", "H", "H", "H", "H", "H", "H", "H", "H", "H", "H", "H"], "xyz": [[-2.84800, -0.67810, -1.68858], [0.81033, -0.55488, 1.98354], [4.00625, 2.16820, -2.05656], [-1.54787, -0.74110, 6.67968], [-0.09450, -0.67921, -1.49165], [1.70847, 1.67722, 0.98065], [-1.48844, -1.54546, 4.20531], [1.20114, 0.43158, 1.54724], [2.45291, 0.57886, -3.41013], [-1.21854, 0.25559, -1.67484], [-1.52169, -1.09912, 5.59230], [3.32895, 1.46197, -2.65230], [-2.33787, -1.14996, 3.64850], [0.90235, 2.27135, 0.55163], [2.19327, 2.28072, 1.74590], [2.94149, -0.36904, -3.63103], [2.44090, 1.48337, 0.19632], [-0.26394, -1.53864, -1.98726], [-1.52674, -2.63209, 4.14074], [-0.06497, -0.87141, -0.49880], [-1.23299, 1.01709, -0.91046], [-3.01417, -1.17461, -3.00023], [2.15904, 1.03022, -4.35759], [-1.11295, 0.73573, -2.64280], [-0.57997, -1.21631, 3.70438], [-2.86272, -1.71195, -0.73390], [-3.91294, 0.19215, -1.35200], [1.55413, 0.37013, -2.82788]], "e_lumo_ev": -4.38, "energy_ev": -22758.308, "gap_ev": 9.0, "spin_multiplicity": 1, "e_homo_ev": -13.42, "total_charge": 1}

***

Entry 4:
{"formula": "C4H6O2", "method": "the ωB97M-V functional and the def2-TZVPD basis", "elements": ["O", "O", "C", "C", "C", "C", "H", "H", "H", "H", "H", "H"], "xyz": [[-1.59767, 0.55629, 0.64193], [1.96458, -0.39687, 1.92503], [1.13164, 0.08453, 1.19412], [0.15982, 0.14692, -1.14457], [0.45070, -0.67146, 0.10449], [-0.96217, -0.28853, -0.28066], [0.86842, 1.16144, 1.26034], [-1.88772, 1.37074, 0.22029], [0.27739, -0.38729, -2.08199], [0.44226, 1.19721, -1.17092], [-1.60748, -1.06367, -0.68974], [0.76023, -1.70933, 0.02166]], "relative_energy_kcal_mol": 40.67, "e_lumo_ev": 0.74, "energy_ev": -8338.698, "gap_ev": 10.5, "spin_multiplicity": 1, "e_homo_ev": -9.74, "total_charge": 0}

***

Entry 5:
{"formula": "C6H10N", "method": "the ωB97M-V functional and the def2-TZVPD basis", "elements": ["N", "C", "C", "C", "C", "C", "C", "H", "H", "H", "H", "H", "H", "H", "H", "H", "H"], "xyz": [[-0.16095, 0.57289, -1.25645], [-0.71313, -0.53422, 0.93551], [0.37492, -0.08951, -0.05857], [-0.16468, 1.59947, -0.25149], [0.69949, 0.81798, -2.39798], [-0.44771, -1.47017, 2.15019], [-0.41898, 0.95404, 0.98987], [-1.53166, -0.92422, 0.29495], [0.19827, 0.69151, -3.31478], [-0.97992, 0.18541, -1.54453], [0.05448, 1.26486, 1.89065], [-1.43695, -1.53427, 2.73022], [1.41884, -0.07053, 0.08560], [1.27570, 1.81907, -2.40551], [0.34223, -0.93742, 2.69823], [-0.12825, -2.42591, 1.64533], [1.61830, 0.08102, -2.19123]], "relative_energy_kcal_mol": 109.63, "e_lumo_ev": -3.57, "energy_ev": -7861.594, "gap_ev": 10.1, "spin_multiplicity": 1, "e_homo_ev": -13.67, "total_charge": 1}

***

Entry 6:
{"formula": "C3H9N3O2", "method": "the ωB97M-V functional and the def2-TZVPD basis", "elements": ["O", "O", "N", "N", "N", "C", "C", "C", "H", "H", "H", "H", "H", "H", "H", "H", "H"], "xyz": [[0.53107, -1.61466, -0.87941], [-1.57913, 0.52401, -1.11968], [-1.00898, 0.95568, -0.06575], [1.47795, 1.40998, -0.57290], [1.97501, 0.77856, 0.70846], [-0.85698, -0.15889, 0.95910], [-0.84192, -1.51059, -0.03005], [0.22925, 1.41410, -0.78809], [-0.12855, 2.01472, -1.71757], [-1.86871, -0.31170, 1.42962], [0.09195, -0.40108, 1.82137], [3.09630, 0.65748, 0.70139], [-0.97035, -0.25214, -1.61176], [1.65156, 1.30448, 1.57463], [-1.01696, -2.70373, 0.62427], [-1.91750, -1.25467, -0.62000], [1.13600, -0.85155, -0.41363]], "relative_energy_kcal_mol": 249.63, "e_lumo_ev": 0.72, "energy_ev": -11813.234, "gap_ev": 9.7, "spin_multiplicity": 1, "e_homo_ev": -9.00, "total_charge": 0}

***

Entry 7:
{"formula": "C3H6N2OS", "method": "the ωB97M-V functional and the def2-TZVPD basis", "elements": ["S", "O", "N", "N", "C", "C", "C", "H", "H", "H", "H", "H", "H"], "xyz": [[1.15634, 0.35903, 0.34110], [-1.42003, 0.59626, -0.35077], [-0.90081, -2.00618, -0.34447], [1.19746, -0.92112, -0.73217], [-0.47212, 1.02952, 0.29134], [-0.63227, 2.22504, 1.20619], [0.29393, -1.78998, -0.96480], [-1.49450, -1.19424, -0.12153], [0.61518, -2.54867, -1.68550], [-1.37410, 2.04003, 1.97291], [-1.38805, -2.79133, -0.73197], [0.30361, 2.59734, 1.62699], [-1.01705, 3.08594, 0.62785]], "relative_energy_kcal_mol": 30.73, "e_lumo_ev": 0.88, "energy_ev": -19070.834, "gap_ev": 9.7, "spin_multiplicity": 1, "e_homo_ev": -8.77, "total_charge": 0}

***

Entry 8:
{"formula": "C5H16N3", "method": "the ωB97M-V functional and the def2-TZVPD basis", "elements": ["N", "N", "N", "C", "C", "C", "C", "C", "H", "H", "H", "H", "H", "H", "H", "H", "H", "H", "H", "H", "H", "H", "H", "H"], "xyz": [[-0.18797, 2.31225, 2.32329], [-0.01712, -2.85617, 2.24082], [0.72245, 0.27604, -2.19802], [0.13400, 0.46813, 0.78266], [-0.91002, 1.30328, 1.62319], [-0.50518, -0.45852, -0.09735], [0.79563, 0.12068, -3.60041], [-0.02581, -0.83374, -1.47222], [1.38686, -0.74379, -3.90862], [-1.69509, 1.78600, 1.04569], [-1.58538, -0.55328, 0.05572], [-0.96486, -2.52368, 2.32510], [-1.48709, 0.64058, 2.28021], [1.28752, 0.97286, -4.07714], [-0.88027, -1.00832, -2.11485], [-0.19582, 0.03925, -4.07447], [0.72693, 1.20606, 0.22028], [-0.13994, 2.24453, 3.33798], [0.81149, 0.06214, 1.55253], [-0.40354, 3.22548, 1.96746], [-0.03526, -3.86166, 2.11462], [0.63018, -1.70947, -1.46474], [0.59669, -2.51526, 1.51180], [0.41877, 1.10904, -1.69456]], "relative_energy_kcal_mol": 117.06, "e_lumo_ev": [-11.43, -12.35], "energy_ev": -9891.749, "gap_ev": [5.3, 4.3], "spin_multiplicity": 2, "e_homo_ev": [-16.70, -16.62], "total_charge": 2}

***

One value per record, in order, for strongest force on any atom: 7.4; 5.1; 1.6; 0.5; 5.4; 8.6; 1.3; 3.7 eV/A.